Entry 1:
117
Properties=species:S:1:pos:R:3:mulliken_charge:R:1 method="wB97M-V/def2-TZVPD" mol_weight_g_mol=887.1 smiles=CCCCO[SiH2]C.Fc1ccccc1.Fc1ccccc1.Fc1ccccc1.Fc1ccccc1.Fc1ccccc1.Fc1ccccc1.Fc1ccccc1.Fc1ccccc1 gap_ev=9.8 e_tot_ha=-3215.664957 spin_multiplicity=1
C -0.50 2.77 0.81 -0.482
C -0.59 2.13 -0.58 0.334
C 0.64 1.39 -1.11 -0.405
C 1.96 2.14 -1.01 -0.544
O 1.96 3.28 -1.86 -0.361
Si 2.02 4.85 -1.36 0.502
C 0.36 5.67 -1.29 -0.923
H 0.52 2.92 1.16 0.081
H -1.00 3.74 0.84 0.216
H -0.99 2.14 1.57 0.270
H -1.41 1.41 -0.56 -0.353
H -0.89 2.89 -1.31 0.149
H 0.48 1.17 -2.17 0.238
H 0.76 0.42 -0.61 0.227
H 2.16 2.44 0.02 0.204
H 2.78 1.48 -1.32 0.382
H 2.68 4.88 -0.03 -0.155
H 2.87 5.56 -2.34 -0.238
H -0.36 5.15 -1.92 0.263
H -0.06 5.72 -0.28 0.225
H 0.44 6.70 -1.66 0.409
F 1.50 1.63 3.05 -0.017
C 2.26 0.52 2.91 0.217
C 3.53 0.53 3.45 -0.577
C 4.31 -0.60 3.29 -0.410
C 3.81 -1.71 2.62 -0.512
C 2.52 -1.69 2.09 -0.229
C 1.73 -0.56 2.24 -0.657
H 3.89 1.42 3.95 0.429
H 5.31 -0.61 3.70 0.426
H 4.43 -2.59 2.50 0.421
H 2.13 -2.54 1.56 0.306
H 0.72 -0.52 1.85 0.521
F 1.30 -3.78 -0.30 -0.184
C 2.05 -4.89 -0.48 0.655
C 3.33 -4.90 0.02 -0.467
C 4.10 -6.05 -0.17 -0.322
C 3.57 -7.14 -0.84 -0.749
C 2.27 -7.09 -1.34 -0.066
C 1.50 -5.95 -1.16 -0.662
H 3.73 -4.04 0.54 0.251
H 5.11 -6.08 0.22 0.370
H 4.17 -8.03 -0.99 0.394
H 1.85 -7.93 -1.88 0.417
H 0.49 -5.88 -1.53 0.354
F -0.88 -5.00 -3.39 -0.256
C -1.12 -3.66 -3.48 0.457
C -1.64 -3.01 -2.38 -0.306
C -1.89 -1.65 -2.49 -0.204
C -1.61 -0.97 -3.66 -0.915
C -1.08 -1.66 -4.75 -0.536
C -0.83 -3.03 -4.67 -0.592
H -1.85 -3.57 -1.47 0.469
H -2.31 -1.11 -1.65 0.343
H -1.81 0.09 -3.74 0.618
H -0.87 -1.13 -5.66 0.461
H -0.43 -3.59 -5.49 0.445
F -2.47 1.87 -6.06 -0.370
C -3.72 1.34 -6.06 0.363
C -3.93 0.16 -6.76 -0.306
C -5.20 -0.39 -6.74 -0.329
C -6.23 0.24 -6.06 -0.564
C -5.99 1.42 -5.37 -0.321
C -4.72 1.99 -5.37 -0.474
H -3.11 -0.30 -7.28 0.411
H -5.38 -1.31 -7.27 0.370
H -7.22 -0.19 -6.05 0.393
H -6.79 1.91 -4.83 0.369
H -4.50 2.90 -4.84 0.466
F -4.29 0.39 -0.63 -0.351
C -4.35 1.37 0.30 0.406
C -4.63 2.66 -0.12 -0.461
C -4.59 3.67 0.83 -0.556
C -4.25 3.39 2.15 -0.534
C -4.00 2.08 2.53 -0.460
C -4.05 1.05 1.61 -0.366
H -4.82 2.85 -1.16 0.524
H -4.77 4.69 0.53 0.404
H -4.18 4.19 2.87 0.552
H -3.73 1.85 3.56 0.425
H -3.82 0.02 1.87 0.461
F 5.59 2.78 4.68 -0.359
C 5.14 3.88 5.32 0.535
C 5.63 5.12 4.94 -0.596
C 5.14 6.24 5.59 -0.315
C 4.18 6.12 6.59 -0.640
C 3.70 4.86 6.94 -0.301
C 4.18 3.72 6.30 -0.403
H 6.38 5.18 4.16 0.441
H 5.51 7.22 5.32 0.379
H 3.80 7.00 7.09 0.439
H 2.95 4.76 7.71 0.362
H 3.82 2.73 6.55 0.462
F -2.75 6.09 3.92 -0.333
C -1.44 5.77 4.03 0.623
C -1.06 4.46 3.81 -0.359
C 0.28 4.14 3.93 -0.388
C 1.22 5.11 4.26 -0.734
C 0.80 6.42 4.49 -0.519
C -0.54 6.76 4.37 -0.640
H -1.79 3.71 3.53 0.293
H 0.60 3.12 3.74 0.712
H 2.26 4.85 4.35 0.505
H 1.52 7.18 4.75 0.397
H -0.90 7.77 4.54 0.460
F -0.39 -13.04 -2.29 -0.323
C -0.64 -11.71 -2.40 0.392
C -1.17 -11.06 -1.31 -0.484
C -1.42 -9.70 -1.43 -0.306
C -1.14 -9.03 -2.61 -0.623
C -0.60 -9.72 -3.68 -0.304
C -0.34 -11.08 -3.59 -0.485
H -1.39 -11.60 -0.40 0.422
H -1.84 -9.16 -0.58 0.369
H -1.34 -7.96 -2.69 0.536
H -0.38 -9.20 -4.61 0.367
H 0.08 -11.64 -4.41 0.429

---

Entry 2:
124
Properties=species:S:1:pos:R:3:lowdin_spin:R:1 method="wB97M-V/def2-TZVPD" mol_weight_g_mol=1049.6 gap_ev="5.1 / 7.3" e_tot_ha=-6245.643176 e_above_lowest_kj_mol=21.65 s2=2.0192 spin_multiplicity=3 total_charge=+1
Ti 0.03 -0.78 0.70 1.018
N -2.62 -0.10 4.19 0.011
C -2.26 -0.35 2.93 0.010
N -1.13 -0.85 2.56 0.012
C -0.23 -1.27 3.58 0.072
N 0.76 -2.03 3.25 -0.032
N 0.84 -2.20 1.89 0.140
C 1.76 -3.03 1.37 0.239
C 1.75 -3.05 -0.04 0.087
C 2.52 -3.92 -0.84 0.046
C 2.36 -3.90 -2.20 0.044
C 1.44 -3.00 -2.77 0.077
C 0.74 -2.16 -1.94 0.022
N 0.88 -2.16 -0.61 0.112
C -0.51 -0.90 4.97 0.003
C 0.39 -1.11 6.01 0.014
C 0.07 -0.74 7.30 -0.001
C -1.17 -0.15 7.57 0.017
C -2.07 0.07 6.55 -0.001
C -1.73 -0.31 5.26 0.012
H -3.54 0.27 4.37 0.000
H -3.01 -0.09 2.18 0.000
H 2.42 -3.62 1.99 0.013
H 3.22 -4.59 -0.37 0.000
H 2.93 -4.57 -2.82 0.001
H 1.29 -2.95 -3.84 0.004
H 0.05 -1.42 -2.34 0.001
H 1.34 -1.56 5.79 0.001
H 0.77 -0.91 8.10 0.000
H -1.42 0.14 8.58 0.001
H -3.03 0.52 6.75 0.000
N -0.71 2.14 2.62 0.000
C -1.49 2.83 1.60 0.000
C -0.73 4.02 0.97 0.000
C -1.45 5.03 0.08 0.000
C -2.74 5.63 0.66 0.000
N -3.84 4.70 0.44 0.000
C -5.02 4.99 -0.06 0.000
N -5.80 3.97 -0.46 0.000
N -5.48 6.24 -0.15 0.000
C -1.92 1.84 0.50 0.004
O -2.97 2.09 -0.14 0.003
O -1.14 0.90 0.27 0.005
H -0.57 2.74 3.42 0.000
H 0.20 1.84 2.28 0.000
H -2.41 3.17 2.10 0.000
H 0.10 3.60 0.40 0.000
H -0.28 4.57 1.81 0.000
H -1.67 4.59 -0.90 0.000
H -0.77 5.86 -0.10 0.000
H -2.95 6.58 0.17 0.000
H -2.63 5.81 1.73 0.000
H -3.53 3.71 0.34 0.000
H -5.38 3.06 -0.56 0.000
H -6.68 4.14 -0.91 0.000
H -4.97 7.00 0.25 0.000
H -6.38 6.43 -0.54 0.000
O 1.24 0.57 -0.72 0.002
C 1.88 0.85 0.30 0.012
O 1.61 0.23 1.40 0.013
C 2.91 1.96 0.31 0.002
C 3.90 1.89 1.47 0.000
Ge 5.42 0.64 1.26 0.000
C 5.59 -0.63 2.71 0.000
C 6.85 -0.94 3.22 0.000
C 7.01 -1.92 4.19 0.000
C 5.90 -2.63 4.64 0.000
C 4.64 -2.34 4.13 0.000
C 4.48 -1.34 3.18 0.001
C 6.97 1.83 1.32 0.000
C 7.63 2.27 0.17 0.000
C 8.64 3.23 0.24 0.000
C 9.01 3.76 1.47 0.000
C 8.36 3.34 2.62 0.000
C 7.36 2.39 2.55 0.000
C 5.57 -0.31 -0.44 0.000
C 4.59 -0.44 -1.44 0.000
C 4.89 -1.05 -2.65 0.000
C 6.15 -1.57 -2.89 0.000
C 7.12 -1.48 -1.90 0.000
C 6.83 -0.86 -0.70 0.000
H 2.31 2.88 0.32 0.001
H 3.43 1.96 -0.65 0.000
H 3.36 1.67 2.39 0.000
H 4.40 2.85 1.60 0.000
H 7.73 -0.41 2.86 0.000
H 7.99 -2.15 4.58 0.000
H 6.02 -3.41 5.38 0.000
H 3.79 -2.91 4.45 0.000
H 3.49 -1.13 2.79 0.001
H 7.36 1.87 -0.79 0.000
H 9.13 3.55 -0.66 0.000
H 9.79 4.51 1.52 0.000
H 8.65 3.75 3.58 0.000
H 6.87 2.07 3.46 0.000
H 3.59 -0.08 -1.29 0.000
H 4.12 -1.12 -3.41 0.000
H 6.38 -2.03 -3.84 0.000
H 8.11 -1.89 -2.07 0.000
H 7.61 -0.79 0.06 0.000
O -1.67 -1.86 -0.04 0.022
S -3.05 -1.36 -0.41 0.005
C -3.37 -2.07 -2.01 0.001
C -3.93 -1.25 -2.98 0.000
C -4.15 -1.78 -4.25 0.000
C -3.80 -3.09 -4.52 0.000
C -3.22 -3.89 -3.54 0.000
C -3.00 -3.38 -2.27 0.000
C -4.14 -2.39 0.56 0.001
C -5.52 -2.31 0.36 0.000
C -6.35 -3.08 1.16 0.000
C -5.82 -3.91 2.14 0.000
C -4.44 -3.97 2.32 0.000
C -3.59 -3.21 1.53 0.000
H -4.17 -0.22 -2.75 0.000
H -4.58 -1.16 -5.02 0.000
H -3.97 -3.49 -5.51 0.000
H -2.94 -4.91 -3.77 0.000
H -2.53 -3.98 -1.50 0.000
H -5.93 -1.67 -0.41 0.000
H -7.42 -3.03 1.01 0.000
H -6.47 -4.51 2.75 0.000
H -4.03 -4.62 3.08 0.000
H -2.52 -3.25 1.65 0.000

---

Entry 3:
118
Properties=species:S:1:pos:R:3:lowdin_spin:R:1 method="wB97M-V/def2-TZVPD" mol_weight_g_mol=1292.0 gap_ev="6.0 / 5.2" e_tot_ha=-6894.363913 e_above_lowest_kj_mol=33.71 s2=8.7862 spin_multiplicity=6 total_charge=-1
Fe 0.20 -0.10 1.22 3.595
C -0.29 -2.90 0.08 0.000
C 0.76 -2.37 0.85 0.007
C 0.56 -2.11 2.21 0.002
C -0.69 -2.41 2.79 0.014
C -1.72 -2.89 2.02 0.006
C -1.52 -3.14 0.65 0.014
H -0.12 -3.14 -0.96 0.000
H 1.75 -2.33 0.43 0.000
H 1.41 -1.90 2.84 0.002
H -0.82 -2.27 3.86 0.001
H -2.68 -3.10 2.47 0.000
H -2.33 -3.55 0.05 0.001
I 0.00 2.81 3.65 0.029
I -0.32 6.17 3.44 0.002
C -3.90 -3.95 -8.00 0.000
C -3.33 -3.24 -6.80 -0.001
C -2.09 -3.60 -6.27 0.000
C -1.55 -2.94 -5.17 0.001
C -0.21 -3.42 -4.65 0.004
C -2.25 -1.89 -4.56 0.027
Te -1.33 -0.90 -2.80 0.056
N 0.32 0.00 -1.08 0.681
C 1.59 0.05 -0.73 0.074
O 1.97 0.60 0.37 0.097
C 2.68 -0.53 -1.61 0.027
C 3.98 -0.05 -1.42 0.004
C 5.02 -0.56 -2.17 0.002
C 4.79 -1.56 -3.11 -0.003
C 3.50 -2.03 -3.31 0.000
C 2.45 -1.52 -2.55 -0.002
C -1.42 1.02 -3.73 0.001
C -2.31 2.01 -3.31 0.000
C -3.40 1.84 -2.27 0.002
C -2.22 3.28 -3.89 0.000
C -1.30 3.59 -4.87 0.000
C -1.22 4.97 -5.47 0.000
C -0.45 2.58 -5.31 0.000
C -0.49 1.30 -4.75 0.000
C 0.47 0.27 -5.29 0.001
C -3.52 -1.55 -5.06 0.005
C -4.38 -0.49 -4.41 0.001
C -4.03 -2.23 -6.17 0.002
H -3.21 -4.69 -8.39 0.000
H -4.12 -3.23 -8.80 0.000
H -4.84 -4.45 -7.75 0.000
H -1.53 -4.41 -6.74 0.000
H 0.16 -4.26 -5.25 0.000
H -0.29 -3.76 -3.61 0.001
H 0.53 -2.62 -4.69 0.001
H 4.14 0.72 -0.67 0.001
H 6.03 -0.19 -2.02 0.000
H 5.61 -1.97 -3.69 0.000
H 3.30 -2.80 -4.05 0.000
H 1.44 -1.89 -2.68 0.000
H -3.32 0.89 -1.75 0.001
H -4.38 1.90 -2.75 0.000
H -3.34 2.63 -1.53 0.001
H -2.90 4.06 -3.53 0.000
H -1.84 5.67 -4.90 0.000
H -1.57 4.97 -6.50 0.000
H -0.20 5.34 -5.47 0.000
H 0.27 2.79 -6.09 0.000
H 1.13 0.70 -6.04 0.000
H -0.08 -0.56 -5.75 0.000
H 1.09 -0.14 -4.49 0.000
H -4.31 -0.55 -3.33 0.001
H -5.43 -0.61 -4.70 0.000
H -4.06 0.50 -4.72 0.000
H -5.01 -1.95 -6.54 0.000
C 0.31 0.72 3.18 0.141
Ge 0.74 0.12 4.97 0.021
C -0.83 0.36 6.14 0.007
C -2.09 0.48 5.55 0.002
C -3.24 0.66 6.32 0.000
C -3.14 0.73 7.71 0.000
C -1.90 0.61 8.31 0.000
C -0.76 0.42 7.53 0.001
C 1.30 -1.76 5.32 0.000
C 0.47 -2.66 6.00 0.000
C 0.91 -3.94 6.31 0.000
C 2.19 -4.35 5.95 0.000
C 3.03 -3.46 5.28 0.000
C 2.58 -2.18 4.97 0.000
C 2.35 1.10 5.54 0.001
C 2.73 1.19 6.88 0.000
C 3.85 1.94 7.26 0.000
C 4.61 2.58 6.29 0.000
C 4.28 2.45 4.95 0.000
C 3.16 1.72 4.58 0.002
H -0.67 0.31 2.81 0.013
H -2.19 0.44 4.47 0.001
H -4.20 0.75 5.84 0.000
H -4.03 0.89 8.31 0.000
H -1.81 0.67 9.39 0.000
H 0.20 0.30 8.03 0.000
H -0.53 -2.34 6.30 0.000
H 0.25 -4.63 6.84 0.000
H 2.54 -5.34 6.21 0.000
H 4.03 -3.77 5.01 0.000
H 3.25 -1.49 4.46 0.000
H 2.17 0.68 7.65 0.000
H 4.10 2.03 8.31 0.000
H 5.47 3.17 6.59 0.000
H 4.87 2.94 4.19 0.000
H 2.90 1.63 3.53 0.001
S -1.24 1.93 0.54 0.110
C -0.17 3.07 -0.16 0.018
N 0.33 3.03 -1.41 0.003
C 1.32 4.09 -1.64 0.000
C 1.22 4.92 -0.35 0.002
N 0.23 4.18 0.43 0.012
H 0.32 2.16 -1.91 0.000
H 1.06 4.66 -2.53 0.000
H 2.32 3.67 -1.78 0.000
H 0.89 5.94 -0.52 0.000
H 2.16 4.96 0.19 0.001
H -0.14 4.54 1.33 0.000

---

Entry 4:
124
Properties=species:S:1:pos:R:3:lowdin_spin:R:1 method="wB97M-V/def2-TZVPD" mol_weight_g_mol=1033.4 gap_ev="6.7 / 6.1" e_tot_ha=-5482.379290 s2=0.7563 spin_multiplicity=2 total_charge=-1
V -0.59 -0.45 0.49 0.925
O -1.27 2.32 3.34 0.015
C -1.32 1.50 2.44 0.005
O -0.39 0.69 2.09 0.013
C -2.56 1.36 1.51 0.001
O -3.54 2.08 1.60 0.004
O -2.38 0.45 0.61 -0.005
C 0.96 -1.98 7.51 0.000
C 1.51 -2.48 6.16 0.000
C 2.56 -3.59 6.38 0.000
C 2.18 -1.32 5.43 0.000
C 3.21 -0.63 6.04 0.000
C 3.88 0.39 5.38 0.000
C 3.51 0.72 4.09 0.000
C 2.47 0.06 3.45 0.000
P 2.05 0.46 1.69 -0.003
C 3.84 0.27 1.21 0.000
C 4.77 1.29 1.01 0.000
C 6.08 1.00 0.68 0.000
C 6.50 -0.31 0.54 0.000
C 5.59 -1.34 0.73 0.000
C 4.27 -1.05 1.07 0.000
C 1.96 2.29 1.80 -0.001
C 1.73 2.99 2.98 0.000
C 1.66 4.38 2.97 0.000
C 1.81 5.08 1.79 0.000
C 2.00 4.39 0.60 0.000
C 2.07 3.01 0.61 0.000
C 1.81 -0.96 4.13 0.000
O 0.82 -1.59 3.45 -0.002
C 0.07 -2.53 4.08 0.000
C -1.05 -2.99 3.37 -0.003
C -1.83 -3.99 3.92 -0.001
C -1.52 -4.54 5.15 0.000
C -0.43 -4.05 5.85 0.000
C 0.37 -3.03 5.34 0.000
P -1.54 -2.24 1.74 0.006
C -3.19 -1.69 2.30 0.000
C -3.22 -0.93 3.47 -0.001
C -4.37 -0.29 3.88 0.000
C -5.53 -0.40 3.13 0.000
C -5.52 -1.16 1.97 0.000
C -4.36 -1.79 1.55 0.000
C -1.65 -3.89 0.94 0.003
C -2.79 -4.66 0.74 0.000
C -2.69 -5.90 0.12 0.000
C -1.46 -6.38 -0.30 0.000
C -0.31 -5.63 -0.07 0.000
C -0.41 -4.40 0.56 -0.001
H 1.75 -1.60 8.15 0.000
H 0.46 -2.79 8.04 0.000
H 0.23 -1.18 7.34 0.000
H 3.41 -3.22 6.96 0.000
H 2.93 -3.93 5.41 0.000
H 2.12 -4.44 6.90 0.000
H 3.51 -0.90 7.04 0.000
H 4.69 0.91 5.87 0.000
H 4.05 1.50 3.57 0.000
H 4.46 2.33 1.11 0.000
H 6.78 1.81 0.52 0.000
H 7.52 -0.53 0.27 0.000
H 5.90 -2.37 0.62 0.000
H 3.55 -1.84 1.21 0.000
H 1.58 2.47 3.91 0.000
H 1.47 4.91 3.90 0.000
H 1.75 6.17 1.79 0.000
H 2.08 4.93 -0.34 0.000
H 2.19 2.47 -0.33 0.000
H -2.70 -4.34 3.37 0.000
H -2.13 -5.33 5.56 0.000
H -0.20 -4.47 6.82 0.000
H -2.31 -0.82 4.05 0.000
H -4.36 0.31 4.78 0.000
H -6.43 0.12 3.43 0.000
H -6.42 -1.25 1.37 0.000
H -4.37 -2.35 0.62 0.000
H -3.76 -4.31 1.05 0.000
H -3.58 -6.49 -0.06 0.000
H -1.39 -7.33 -0.81 0.000
H 0.65 -5.99 -0.40 0.000
H 0.47 -3.80 0.75 -0.001
Cl -3.95 -3.19 -2.18 0.000
C -2.75 -1.92 -1.93 0.000
C -1.29 -2.44 -1.79 0.006
O -0.95 -3.44 -2.39 0.014
O -0.54 -1.65 -1.09 0.021
H -3.02 -1.34 -1.05 0.000
H -2.79 -1.30 -2.82 0.000
O 0.53 1.88 -1.90 0.000
S -0.60 1.57 -0.99 0.003
C -1.20 3.25 -0.51 0.001
C -2.51 3.50 -1.23 0.000
C -2.44 2.71 -2.54 0.000
C -2.01 1.32 -2.13 0.000
H -0.40 3.90 -0.86 0.000
H -1.28 3.33 0.58 0.000
H -2.66 4.57 -1.40 0.000
H -3.34 3.13 -0.62 0.000
H -1.69 3.14 -3.20 0.000
H -3.40 2.71 -3.06 0.000
H -2.80 0.81 -1.57 0.000
H -1.63 0.70 -2.94 0.000
C 4.73 0.46 -3.09 0.000
C 3.49 0.82 -2.26 0.000
P 2.10 -0.42 -2.08 0.002
C 1.58 -0.31 -3.87 0.000
C 0.58 -1.36 -4.34 0.000
C 3.11 -2.00 -2.16 0.000
C 2.38 -3.17 -1.51 0.000
H 5.45 1.28 -3.04 0.000
H 4.48 0.29 -4.13 0.000
H 5.22 -0.43 -2.70 0.000
H 3.02 1.72 -2.66 0.000
H 3.82 1.06 -1.25 0.000
H 2.48 -0.37 -4.48 0.000
H 1.15 0.68 -3.98 0.000
H 0.96 -2.38 -4.18 0.000
H 0.37 -1.24 -5.40 0.000
H -0.35 -1.28 -3.79 0.000
H 4.03 -1.81 -1.59 0.000
H 3.38 -2.23 -3.19 0.000
H 2.15 -2.92 -0.48 0.000
H 2.99 -4.08 -1.53 0.000
H 1.43 -3.38 -2.01 0.000